Below is 2 unconnected molecules or ions with the total composition C4H5I at a distorted geometry, with properties calculated with ωB97M-V/def2-TZVPD.

Properties
Energy relative to the best compared isomer or geometry (same formula, charge and spin) = 56.1 kcal/mol
E = -12325.6356 eV
E_HOMO = -0.3159 Ha
Structure (SMILES) = C#CC=C.I
Gap between HOMO and LUMO = 9.1 eV
Lowest unoccupied orbital energy = 0.5 eV

Cartesian coordinates (Å):
C (1.64, 0.06, 2.08)
C (1.46, 0.35, 0.94)
C (0.68, 0.70, -0.18)
C (-0.01, -0.13, -1.02)
H (2.22, -0.10, 2.90)
H (0.75, 1.69, -0.56)
H (-0.15, -1.26, -0.84)
H (-0.30, 0.04, -2.10)
I (-2.94, -0.09, -1.06)
H (-3.36, -1.27, -0.16)